Formula: C10H11NO4
Source: the Open Molecules 2025 dataset
Level of theory: the ωB97M-V functional and the def2-TZVPD basis

Cartesian coordinates (Å):
C1 4.08 0.86 0.80
H1 -3.95 -1.74 0.51
C2 -1.92 -1.65 0.23
C3 3.43 0.31 -0.52
C4 -3.32 -1.06 0.00
H2 3.35 -0.87 -0.38
C5 0.42 -0.83 0.23
O1 -0.11 2.71 -0.31
H3 4.44 1.92 0.48
H4 4.97 0.26 1.02
H5 1.23 0.63 1.35
C6 -1.32 0.69 0.05
C7 1.08 0.60 0.24
H6 -4.56 -0.19 -1.65
N1 -0.95 -0.54 0.25
H7 3.46 1.04 1.56
H8 4.05 0.57 -1.48
H9 -1.77 -2.45 -0.47
O2 2.02 0.68 -0.77
H10 -2.67 0.12 -1.98
O3 0.93 -1.90 0.16
H11 -1.79 -2.24 1.10
C8 -3.48 0.44 0.11
C9 -3.52 -0.23 -1.29
O4 -3.96 1.32 0.79
C10 -0.15 1.55 -0.03

Results
Lowest unoccupied orbital energy in eV: -1.6
Gap between HOMO and LUMO in eV: 6.534
Multiplicity: 1
Relative energy (zero: lowest compared OMol25 entry of this formula, charge and spin) in kcal per mole: 177.63


Formula: C10H11NO5Sn
Source: the Open Molecules 2025 dataset
Level of theory: the ωB97M-V functional and the def2-TZVPD basis

Cartesian coordinates (Å):
H1 1.94 4.27 5.63
H2 -0.40 4.45 2.25
O1 0.30 1.54 1.48
H3 -0.12 5.13 4.60
C1 -2.30 -0.41 -0.93
C2 0.48 2.54 2.29
H4 3.24 3.61 3.75
H5 -1.48 3.05 1.92
O2 -3.30 -0.69 -1.44
C3 1.39 3.62 4.94
C4 -0.67 3.42 2.56
C5 -1.05 3.28 4.03
O3 -0.53 -2.68 2.48
Sn1 -0.01 0.08 0.09
O4 0.53 2.65 -2.51
C6 -0.36 -1.76 1.82
H6 2.35 1.96 2.36
O5 2.94 -1.76 -1.25
H7 -0.46 4.00 5.94
H8 1.45 2.59 5.33
H9 -1.06 2.22 4.32
C7 0.35 1.80 -1.77
H10 -2.07 3.67 4.15
N1 1.71 2.64 2.77
C8 -0.08 4.07 4.91
C9 2.07 -1.18 -0.82
C10 2.15 3.73 3.63
H11 1.89 4.66 3.10

Results
Lowest unoccupied orbital energy in eV: -8.1
Gap between HOMO and LUMO in eV: 8.792
Net charge: +2
Multiplicity: 1


Formula: C10H11NS
Source: the Open Molecules 2025 dataset
Level of theory: the ωB97M-V functional and the def2-TZVPD basis

Cartesian coordinates (Å):
N1 -0.49 -1.16 2.78
H1 2.42 3.15 -2.13
H2 -2.36 -0.36 3.35
C1 -0.75 -0.68 0.12
H3 1.85 1.05 -3.41
C2 0.18 0.39 -0.53
H4 0.03 -2.66 -0.58
C3 0.53 0.21 -1.87
C4 1.36 1.14 -2.42
C5 1.35 2.39 -0.35
H5 0.09 -0.53 -2.47
C6 0.33 -1.08 1.89
C7 0.50 1.54 0.20
H6 -2.40 -2.00 2.66
H7 1.55 3.31 0.20
H8 1.39 -0.99 1.72
C8 -1.81 -1.06 2.64
C9 -0.89 -1.97 -0.61
H9 0.14 1.71 1.22
C10 1.87 2.22 -1.68
H10 -1.16 -1.84 -1.60
S1 -2.19 -0.25 0.98
H11 -1.59 -2.51 -0.09

Results
Lowest unoccupied orbital energy in eV: 0.8
Gap between HOMO and LUMO in eV: 8.815
Multiplicity: 1
Relative energy (zero: lowest compared OMol25 entry of this formula, charge and spin) in kcal per mole: 47.96


Formula: C10H11O2
Source: the Open Molecules 2025 dataset
Level of theory: the ωB97M-V functional and the def2-TZVPD basis

Cartesian coordinates (Å):
H1 0.48 1.67 -1.85
H2 1.21 -2.10 1.13
C1 -3.57 -0.55 -0.02
H3 -4.25 -0.38 -0.98
H4 3.25 -1.17 -0.17
O1 -1.31 -2.54 -0.10
C2 1.34 -1.02 1.01
C3 -1.22 -1.31 -0.11
H5 -3.51 -1.58 0.20
C4 -0.15 1.06 0.27
C5 1.37 -0.08 -0.89
H6 -4.04 0.03 0.76
C6 -1.64 1.08 0.13
C7 2.47 -0.38 0.13
C8 -2.09 -0.23 -0.14
H7 1.30 -0.54 1.96
O2 -2.39 1.95 0.55
H8 1.83 1.97 -0.49
H9 0.15 1.62 1.27
C9 0.31 -0.43 0.15
H10 2.78 0.54 0.64
C10 0.89 1.42 -0.87
H11 1.45 -0.53 -1.90

Results
Lowest unoccupied orbital energy in eV: 3.7
Structure (SMILES): CC1=C([O-])[C@@H]2C[C@H]3CC[C@]32C1=O
Gap between HOMO and LUMO in eV: 7.208
Net charge: -1
Multiplicity: 1
Relative energy (zero: lowest compared OMol25 entry of this formula, charge and spin) in kcal per mole: 0.00


Formula: C10H12
Source: the Open Molecules 2025 dataset
Level of theory: the ωB97M-V functional and the def2-TZVPD basis

Cartesian coordinates (Å):
H1 1.21 1.38 1.02
H2 2.47 -0.06 -1.95
H3 1.88 -1.74 -1.67
H4 3.21 -1.14 0.27
C1 1.88 0.67 0.50
C2 1.24 -0.51 -0.17
C3 -2.29 0.74 -0.30
H5 -2.85 1.34 1.64
H6 2.59 1.19 -0.13
H7 1.87 -1.07 1.76
H8 -2.67 2.73 0.74
H9 -1.06 -2.81 0.52
C4 1.60 -0.71 -1.66
H10 0.80 -0.53 -2.41
C5 2.29 -0.73 0.83
C6 -2.30 -0.94 0.09
C7 -3.33 -0.24 -0.24
H11 -1.91 1.07 -1.26
H12 -1.17 1.98 1.16
C8 -1.10 -1.65 0.35
C9 -2.21 1.78 0.81
C10 -0.15 -0.74 0.11

Results
Lowest unoccupied orbital energy (spin up / spin down) in eV: 0.0 / 0.2
Gap between HOMO and LUMO (spin up / spin down) in eV: 7.904 / 7.764
Multiplicity: 1
Relative energy (zero: lowest compared OMol25 entry of this formula, charge and spin) in kcal per mole: 189.05


Formula: C10H12AsClN2O3OsS5
Source: the Open Molecules 2025 dataset
Level of theory: the ωB97M-V functional and the def2-TZVPD basis

Cartesian coordinates (Å):
C1 -2.72 -2.43 1.08
H1 -1.76 0.08 1.54
H2 1.57 -1.44 1.09
H3 1.89 -1.58 -2.73
C2 1.23 0.01 -1.46
As1 3.54 4.73 -0.80
S1 3.46 2.48 -0.63
C3 1.49 -1.48 -1.72
O1 1.21 0.80 -2.43
S2 4.56 5.43 -2.50
H4 -1.73 0.02 -0.17
H5 -4.00 -2.45 -0.64
S3 -1.25 2.62 -0.93
H6 -2.09 -2.24 -2.22
C4 -1.41 1.87 0.59
Cl1 -4.02 -2.50 2.22
S4 1.29 4.86 -0.91
H7 2.22 -1.84 -0.99
H8 -1.46 2.18 2.62
C5 -0.33 -2.34 0.66
C6 1.05 -2.39 1.23
H9 -1.22 -2.49 2.60
H10 1.63 -3.19 0.76
O2 0.31 -2.25 -1.73
H11 1.02 -2.59 2.30
O3 1.07 0.42 -0.28
Os1 1.20 2.59 -0.86
C7 -1.93 -2.28 -1.15
N1 -1.73 0.58 0.67
C8 -1.41 -2.41 1.54
S5 4.38 5.68 0.88
C9 -0.60 -2.25 -0.71
N2 -1.30 2.59 1.71
C10 -2.99 -2.39 -0.28
H12 -1.17 3.59 1.64

Results
Lowest unoccupied orbital energy (spin up / spin down) in eV: -3.3 / -3.3
Gap between HOMO and LUMO (spin up / spin down) in eV: 4.152 / 4.116
Multiplicity: 1


Formula: C10H12AuIN4STe
Source: the Open Molecules 2025 dataset
Level of theory: the ωB97M-V functional and the def2-TZVPD basis

Cartesian coordinates (Å):
H1 4.12 -4.81 -2.92
N1 -4.06 -1.72 -0.61
Te1 2.52 -1.94 -3.20
C1 4.32 -4.15 0.34
C2 0.40 3.40 -1.59
C3 1.51 2.59 -1.57
H2 -5.82 -2.82 -0.43
C4 -2.83 -1.78 -1.09
H3 4.60 -4.34 1.37
H4 -4.96 0.19 -0.80
H5 -1.59 2.93 -2.52
C5 -5.07 -2.60 -1.19
C6 -4.51 -0.45 -0.04
H6 -3.67 0.06 0.41
C7 4.57 -4.92 -0.75
H7 5.11 -5.86 -0.71
H8 -5.25 -0.67 0.73
Au1 0.16 -1.94 -2.28
H9 1.71 0.61 -2.32
C8 3.40 -3.16 -1.74
N2 -1.76 -1.85 -1.49
I1 0.21 5.29 -0.80
N3 1.16 1.46 -2.21
N4 -0.10 1.47 -2.64
C9 4.04 -4.35 -1.95
C10 -0.58 2.65 -2.28
H10 2.49 2.74 -1.16
H11 -5.55 -2.14 -2.05
S1 3.46 -2.73 -0.08
H12 -4.60 -3.54 -1.50

Results
Lowest unoccupied orbital energy in eV: 0.2
Gap between HOMO and LUMO in eV: 7.507
Multiplicity: 1
Relative energy (zero: lowest compared OMol25 entry of this formula, charge and spin) in kcal per mole: 5.39


Formula: C10H12BFIO4
Source: the Open Molecules 2025 dataset
Level of theory: the ωB97M-V functional and the def2-TZVPD basis

Cartesian coordinates (Å):
H1 0.98 0.79 -2.12
H2 0.86 -0.60 -3.35
C1 2.03 -1.10 -1.48
H3 -4.14 3.62 1.50
C2 -3.72 2.42 3.23
O1 2.85 -1.54 -2.57
F1 -3.15 0.97 5.00
O2 5.06 -2.35 -2.96
B1 4.14 -1.87 -1.91
C3 -0.63 -0.71 -1.68
H4 -2.08 -0.07 0.75
H5 3.25 -0.69 0.42
C4 0.83 -0.35 -2.22
H6 -4.18 3.10 3.93
C5 -3.14 1.24 3.68
C6 -2.55 0.35 2.81
H7 -2.10 -0.56 3.19
I1 -1.20 -2.64 -0.85
H8 3.05 0.89 -0.61
H9 4.50 -2.86 -3.58
C7 3.14 -0.26 -0.65
H10 1.74 -1.95 -0.76
O3 -1.50 0.21 -1.74
H11 3.98 -2.65 -1.00
H12 -3.10 2.03 -0.09
C8 -3.70 2.70 1.87
C9 -3.11 1.81 0.98
C10 -2.54 0.63 1.45
O4 4.44 -0.56 -1.25

Results
Lowest unoccupied orbital energy in eV: 2.2
Gap between HOMO and LUMO in eV: 6.789
Net charge: -1
Multiplicity: 1


Formula: C10H12BrN3
Source: the Open Molecules 2025 dataset
Level of theory: the ωB97M-V functional and the def2-TZVPD basis

Cartesian coordinates (Å):
C1 -0.12 -0.21 -2.02
H1 -0.83 -3.68 0.18
C2 -2.33 -0.34 -0.57
C3 0.62 -0.69 0.73
H2 0.69 3.38 0.17
H3 2.31 1.39 1.98
C4 0.69 -2.65 1.60
H4 -2.70 -1.02 0.16
H5 0.88 2.32 2.05
H6 1.63 3.20 -1.34
C5 -1.04 -1.04 -1.10
H7 -0.03 3.13 -1.44
N1 1.13 -1.41 1.71
H8 -1.46 -1.94 -1.74
H9 0.95 0.75 2.71
C6 0.67 1.41 -0.62
C7 -0.17 -2.77 0.55
Br1 0.08 -1.13 -3.77
C8 0.76 2.93 -0.80
N2 0.51 0.87 -1.84
C9 0.82 0.76 0.53
N3 -0.22 -1.55 0.01
H10 -3.02 -0.16 -1.26
H11 1.00 -3.49 2.39
H12 -2.08 0.58 -0.13
C10 1.25 1.34 1.86

Results
Lowest unoccupied orbital energy in eV: 0.3
Structure (SMILES): CC1=C(C)c2nccn2[C@@H](C)C(Br)=N1
Gap between HOMO and LUMO in eV: 8.469
Multiplicity: 1
Relative energy (zero: lowest compared OMol25 entry of this formula, charge and spin) in kcal per mole: 3.88